Record 1
DFT (the ωB97M-V functional and the def2-TZVPD basis) results for an isolated molecule of C5H7N3 in a non-equilibrium geometry.

Calculated values
SMILES string	c1n[nH]cc1[C@H]1CN1
ΔE to the lowest compared entry with this formula, charge and spin	254.0	kJ/mol
total energy	-358.92163	hartree
gap between HOMO and LUMO	9.85	eV
highest occupied orbital energy	-0.32472	Ha

Positions of all 15 atoms, in Å:
H: -3.149 -0.710 0.211
H: -1.113 -2.129 -0.059
H: 3.335 0.492 -0.725
N: 2.102 -0.464 0.771
N: -2.211 -0.385 0.151
C: -0.098 -0.160 -0.303
H: 2.143 1.627 0.013
H: -0.256 2.079 0.006
N: -2.028 0.903 0.122
C: 1.312 -0.469 -0.437
C: 2.404 0.545 -0.222
H: 1.664 -1.304 -1.146
C: -1.106 -1.090 -0.132
H: 1.711 0.026 1.594
C: -0.741 1.098 -0.107

Atoms 1-3, force components in eV/Å:
-0.44 -0.34 0.12
0.16 -1.45 -0.18
0.67 -0.38 -0.51

Here are the natural (NBO) charges for atoms 1 to 6, given in e: H 0.404; H 0.216; H 0.195; N -0.592; N -0.304; C -0.164

---

Record 2
DFT (the ωB97M-V functional and the def2-TZVPD basis) results for a structure of composition C5H7N3 in a non-equilibrium geometry.

Calculated values
ΔE to the lowest compared entry with this formula, charge and spin	639.0	kJ/mol
total energy	-358.77499	hartree
gap between HOMO and LUMO	8.49	eV
highest occupied orbital energy	-0.31442	Ha

Positions of all 15 atoms, in Å:
C: 0.611 -0.742 0.062
C: -1.860 -1.027 -0.004
H: 1.974 -2.414 0.799
N: -0.271 1.543 1.011
H: -0.155 2.929 -0.818
C: -0.603 -1.423 -0.206
H: -1.557 1.483 -0.961
H: -0.616 -2.468 -0.486
H: -0.999 0.783 1.266
C: -0.574 1.912 -0.474
H: 1.759 1.410 -0.026
N: 1.859 -1.224 0.252
H: 2.706 -0.915 -0.574
C: 0.675 0.924 -0.121
N: -2.948 -0.771 0.280

Atoms 1-3, force components in eV/Å:
-2.08 2.89 -2.84
-3.16 1.76 0.87
-0.54 4.92 -2.90

Here are the natural (NBO) charges for atoms 1 to 6, given in e: C 0.308; C 0.239; H 0.421; N -0.583; H 0.221; C -0.501